Entry from OMol25: C5H8ClFO in the gas phase (ωB97M-V/def2-TZVPD).

The geometry in XYZ format:
```
16
Properties=species:S:1:pos:R:3:forces:R:3:nbo_charge:R:1
O 0.40124 1.17577 1.23478 -0.90 1.29 0.76 -0.713
C 0.23665 -0.18975 0.97571 2.83 0.59 -0.35 0.030
C 1.51842 -0.38642 0.11881 -1.83 -1.61 -1.89 0.181
F 2.58347 0.31323 0.58830 0.88 -0.28 0.43 -0.343
C 1.22860 -0.09696 -1.35499 0.45 -0.44 -0.25 -0.433
C -0.27212 -0.63093 -1.50818 1.25 1.01 0.38 -0.430
C -0.82488 -0.61643 -0.02112 -1.74 -1.99 -1.48 -0.194
Cl -2.48336 0.18816 -0.01759 1.13 -0.26 0.47 -0.063
H 1.37150 1.28703 1.37697 -1.22 0.24 0.01 0.483
H 0.37887 -0.76225 1.92854 -0.93 0.09 -0.78 0.184
H 1.64971 -1.43013 -0.00826 1.31 -1.43 1.12 0.151
H 1.21278 1.04957 -1.48623 0.42 -1.91 -0.44 0.232
H 2.05774 -0.77410 -1.92109 -2.03 2.35 0.67 0.226
H -0.70222 0.12560 -2.17391 -0.58 -0.51 0.33 0.238
H -0.46151 -1.66005 -1.91118 0.65 1.08 0.11 0.219
H -1.07095 -1.73670 0.05983 0.31 1.80 0.91 0.233
```
Positions in Å, forces in eV/Å.

Calculated values
LUMO: 0.7 eV
Structure (SMILES): O[C@@H]1[C@H](F)CC[C@@H]1Cl
Orbital gap: 11.14 eV
Calculated total energy: -22600.46311 eV
ΔE to the lowest compared entry with this formula, charge and spin: 155.5 kJ/mol